# 1
# C24H17CdF6N12O5PS2

C24H17CdF6N12O5PS2 as an isolated structure (the ωB97M-V functional and the def2-TZVPD basis, the Open Molecules 2025 dataset).

The geometry in XYZ format:
```
68
Properties=species:S:1:pos:R:3:forces:R:3
Cd -1.880083 -0.958541 -0.697576 0.0 0.0 0.6
O -2.823583 -1.962499 2.354935 0.2 0.1 0.0
N -1.780385 -1.066952 2.250775 -0.1 -0.4 0.1
C -1.250314 -0.844521 3.380698 -0.1 0.0 -0.1
C -0.212769 0.161406 3.655381 -0.1 -0.1 0.1
C 0.105678 0.264008 5.016668 0.0 0.0 0.0
C 1.008458 1.188760 5.503451 0.0 0.0 -0.1
C 1.643256 2.037258 4.610463 0.0 0.0 0.0
C 1.366231 1.923894 3.260317 0.1 0.1 0.1
C 0.438158 1.015373 2.752274 0.0 0.0 -0.1
P 0.305858 1.091621 0.914204 0.3 -0.1 0.1
C 0.267467 2.822320 0.346551 0.0 0.0 0.0
C 0.642455 3.041120 -0.972602 0.0 0.1 0.0
C 0.587255 4.319028 -1.510246 0.0 0.0 0.0
C 0.168158 5.384821 -0.728794 0.0 0.0 0.0
C -0.216937 5.166271 0.587934 0.0 0.0 0.0
C -0.181441 3.887135 1.117731 0.0 0.0 0.0
C 2.166813 0.798347 0.709639 -0.1 -0.2 -0.1
C 2.565003 -0.543746 0.680009 -0.1 0.0 -0.1
C 3.891143 -0.893374 0.500795 0.1 0.0 0.0
C 4.860908 0.091917 0.351261 0.0 -0.1 0.0
C 4.485771 1.422996 0.381749 0.0 0.1 0.0
C 3.150018 1.768840 0.558066 0.0 0.1 0.0
H -3.199975 -1.989471 1.451086 0.0 0.0 0.2
H -1.634582 -1.380041 4.249064 0.0 0.0 0.0
H -0.389460 -0.408283 5.705875 0.0 0.0 0.0
H 1.219150 1.238388 6.563846 0.0 0.0 0.0
H 2.364591 2.768011 4.953488 0.0 0.0 0.0
H 1.909506 2.557067 2.570575 -0.1 0.0 0.1
H 0.968407 2.208828 -1.579725 0.0 -0.1 -0.1
H 0.868493 4.476527 -2.543664 0.0 0.0 0.0
H 0.125077 6.382113 -1.148012 0.0 0.0 0.0
H -0.567722 5.990893 1.195479 0.0 0.0 0.0
H -0.529181 3.710105 2.128403 0.0 0.0 0.0
H 1.818307 -1.327702 0.735060 0.0 0.0 0.0
H 4.159724 -1.939142 0.436661 0.0 0.0 0.0
H 5.895965 -0.180451 0.188312 0.0 0.0 0.0
H 5.228463 2.201792 0.248395 0.0 0.0 0.0
H 2.882924 2.820908 0.557784 0.0 0.0 0.0
N -3.355708 -4.192996 -0.367002 -0.1 0.0 -0.2
C -4.203656 -3.121630 -0.553437 0.1 -0.4 0.1
N -5.489383 -3.285795 -0.808694 0.1 0.0 0.0
N -5.978791 -2.026649 -0.844430 -0.1 0.0 0.0
N -5.059952 -1.168492 -0.616558 -0.1 0.2 0.0
N -3.887090 -1.828289 -0.408170 0.0 -0.1 0.0
C -1.972434 -4.168576 -0.326872 -0.1 -0.1 0.2
N -1.260019 -5.281851 -0.247777 -0.1 0.0 0.0
N 0.011252 -4.847065 -0.143357 -0.1 0.0 0.0
N 0.048915 -3.564922 -0.147157 0.3 0.3 -0.1
N -1.212650 -3.081380 -0.264755 -0.1 -0.1 -0.1
H -3.743781 -5.080293 -0.640707 0.0 0.0 0.0
F 2.812729 0.356539 -2.991056 0.1 0.0 0.0
C 1.778126 -0.275672 -3.568641 0.0 0.1 -0.1
F 0.778453 0.611550 -3.668870 -0.1 0.2 0.1
F 2.139865 -0.609916 -4.816864 0.1 0.0 0.2
S 1.275122 -1.724479 -2.496317 0.1 0.0 -0.2
O -0.049745 0.000563 -0.086566 -0.1 0.2 0.0
O 2.483781 -2.547744 -2.575823 0.0 -0.1 0.1
N 0.203875 -2.331462 -3.574456 0.0 -0.2 -0.2
S -1.295600 -2.072240 -3.681207 -0.1 0.0 0.0
O -1.797908 -0.888572 -2.960941 0.1 0.0 0.0
O -2.131810 -3.232940 -3.616818 0.0 0.0 -0.1
C -1.447027 -1.501992 -5.438492 0.0 0.1 -0.1
F -0.816492 -2.326916 -6.281925 0.0 -0.1 0.1
F -2.731127 -1.446482 -5.814273 -0.1 0.0 0.1
F -0.926023 -0.280358 -5.599816 0.0 -0.1 0.0
N -2.839724 1.338883 0.692592 -0.2 0.2 0.0
C -1.760021 1.334158 1.112083 -0.1 0.2 -0.3
```
Forces are in eV/Å.

Output
- Max |F|: 0.6 eV Å⁻¹
- Charge: -2
- LUMO level: 4.04 eV
- Electronic energy: -3862.75223 Eh
- HOMO energy: -0.1078 Eh
- Gap between HOMO and LUMO: 7.0 eV
- Energy above the lowest of the compared OMol25 structures with the same formula, charge and spin: 31.6 kcal/mol
- Spin multiplicity: 1

Results of the Mulliken charge analysis, in e, for atoms 1 through 6: 3.19, -0.63, 0.40, -1.00, 1.04, -0.97



# 2
# C3H13N4

A 2-piece molecular cluster, C3H13N4 overall at a distorted geometry (the ωB97M-V functional and the def2-TZVPD basis, the Open Molecules 2025 dataset).

The geometry in XYZ format:
```
20
Properties=species:S:1:pos:R:3:forces:R:3
C -1.491368 -1.640752 0.190210 0.3 -0.8 -1.0
C 0.026228 -1.740691 0.244975 1.9 3.4 1.5
C 0.767317 -0.136632 0.146334 1.2 -3.3 1.7
N 0.228498 0.960520 -0.177548 -0.7 2.0 0.1
N 2.957070 0.942194 0.630418 -0.5 0.5 0.6
N 2.050094 -0.114584 0.576727 -0.1 -3.8 0.7
N -2.162735 1.731100 -0.923869 -0.1 2.0 1.3
H -2.053422 -1.603032 1.128361 0.6 0.3 -0.1
H -1.706362 -0.820620 -0.469774 -0.6 0.5 -0.1
H -1.859062 -2.510454 -0.350766 -0.1 -0.2 0.1
H 0.578716 -2.259294 -0.552798 -0.7 -0.1 0.4
H 0.351374 -2.043245 1.283525 0.0 0.0 -1.3
H 0.836771 1.771276 0.124183 -1.1 -0.7 -0.8
H -0.845850 1.087032 -0.410474 1.0 0.6 0.2
H 3.461629 0.953760 -0.226204 0.6 0.1 -0.8
H 3.640287 0.795646 1.386571 -0.8 0.1 -0.3
H 2.395447 -1.058851 0.866989 -0.3 1.3 -0.5
H -3.003853 1.185792 -0.712367 0.0 1.2 0.0
H -2.174394 2.803660 -0.877892 -0.9 -2.1 1.0
H -1.996379 1.697176 -1.876607 0.2 -1.0 -2.6
```
Forces are in eV/Å.

Output
- Max |F|: 4.2 eV Å⁻¹
- Charge: +1
- LUMO level: -2.60 eV
- Electronic energy: -340.84507 Eh
- HOMO energy: -0.5048 Eh
- Gap between HOMO and LUMO: 11.1 eV
- Energy above the lowest of the compared OMol25 structures with the same formula, charge and spin: 61.7 kcal/mol
- Spin multiplicity: 1

Results of the Mulliken charge analysis, in e, for atoms 1 through 6: -0.87, -0.47, 0.54, -0.23, -0.75, -0.01



Question: What is the gap between HOMO and LUMO in the first record?
Answer: 7.0 eV



Question: Look up the energy above the lowest of the compared OMol25 structures with the same formula, charge and spin of the second one.
Answer: 61.7 kcal/mol